No. 1
C23H43Cl2ErFN3O4Si | wB97M-V/def2-TZVPD

Kohn-Sham gap: 5.765 eV
Largest force on an atom: 4.0 eV/Å
2S+1: 4
ΔE to the lowest compared entry with this formula, charge and spin: 0.0 kcal per mole
E_HOMO: -6.181 eV
E: -3692.42310 Ha
Charge: 0
M: 710.864 g/mol

Structure (XYZ):
```
78
Properties=species:S:1:pos:R:3:mulliken_charge:R:1
C 3.30 -2.20 -1.89 -1.635
C 2.70 -1.55 -3.09 0.709
H 2.97 -3.23 -1.80 0.341
H 3.03 -1.65 -0.98 0.134
H 4.41 -2.24 -1.97 0.338
C 2.78 -2.14 -4.30 0.180
C 3.28 -3.52 -4.52 -1.595
H 2.56 -1.59 -5.21 0.574
H 2.77 -4.27 -3.89 0.288
H 4.36 -3.62 -4.35 0.323
H 3.11 -3.80 -5.57 0.387
Er 0.71 0.23 2.19 1.576
Cl 2.24 1.59 0.74 -0.598
C -0.52 3.23 1.55 -0.138
O -0.85 2.02 1.72 -0.353
N -1.37 4.20 1.21 0.252
C -2.79 3.91 0.98 -0.867
C -0.90 5.54 0.92 -0.861
H 0.53 3.55 1.64 0.340
H -3.18 3.27 1.77 0.260
H -2.95 3.42 0.01 0.266
H -3.31 4.88 0.98 0.353
H -0.13 5.83 1.66 0.334
H -1.74 6.24 0.95 0.272
H -0.43 5.62 -0.08 0.329
H -2.68 1.86 5.97 0.310
H -0.75 1.66 8.18 0.328
C -2.34 0.82 5.90 -0.883
C -0.62 0.67 7.72 -0.813
N -0.95 0.69 6.29 0.198
H -2.46 0.47 4.87 0.233
C 0.02 0.79 5.38 0.185
O -0.21 0.97 4.15 -0.724
H 0.43 0.38 7.82 0.289
H 1.04 0.66 5.76 0.369
H -2.94 0.21 6.59 0.340
H -1.27 -0.03 8.24 0.292
H -0.22 -5.08 4.34 0.341
H 0.03 -3.82 0.94 0.266
C -1.15 -4.87 3.78 -0.898
C -0.90 -4.15 1.40 -0.762
N -0.94 -3.80 2.81 0.222
H -1.92 -4.60 4.51 0.334
C -0.71 -2.55 3.18 -0.025
O -0.48 -1.63 2.33 -0.602
H -1.74 -3.69 0.85 0.243
H -0.74 -2.38 4.27 0.367
H -1.45 -5.77 3.24 0.298
H -1.00 -5.23 1.33 0.345
O 1.16 -0.26 -1.75 -0.060
C 2.10 -0.16 -2.82 -0.358
C 0.88 0.10 -5.08 0.150
C 1.67 0.65 -4.06 0.212
H 0.60 -0.95 -5.03 0.674
C 0.53 0.87 -6.20 -1.076
H 2.93 0.40 -2.36 0.403
C 2.14 1.97 -4.21 -0.457
H -0.10 0.42 -6.98 0.335
C 0.96 2.19 -6.31 -0.487
C 1.79 2.73 -5.33 -0.665
H 2.83 2.36 -3.46 0.340
H 0.66 2.80 -7.18 0.361
H 2.16 3.75 -5.42 0.379
Si -0.57 -0.59 -1.80 1.595
Cl -0.27 -2.66 -1.78 -0.538
C -1.62 -0.75 -3.37 -1.452
C -0.67 1.40 -1.70 -1.216
C -1.89 -0.51 -0.40 -1.175
H -1.50 0.10 -4.04 0.316
H -2.66 -0.79 -3.02 0.387
H -1.42 -1.68 -3.92 0.274
H -2.78 -0.05 -0.88 0.396
H -1.63 0.15 0.46 0.324
H -2.15 -1.50 -0.03 -0.109
H -0.53 1.81 -2.71 0.362
H 0.16 1.79 -1.10 0.093
H -1.58 1.80 -1.28 0.221
F 2.15 -0.69 3.25 -0.687
```

=====

No. 2
C20H23PPbSe2 | wB97M-V/def2-TZVPD

Kohn-Sham gap (spin up / spin down): 7.081 / 5.675 eV
Largest force on an atom: 3.3 eV/Å
ΔE to the lowest compared entry with this formula, charge and spin: 7.6 kcal per mole
E_HOMO (spin up / spin down): -7.044 / -5.550 eV
E: -6112.88292 Ha
Charge: 0
M: 659.498 g/mol

Structure (XYZ):
```
47
Properties=species:S:1:pos:R:3:mulliken_charge:R:1
C 0.09 -1.63 -3.84 0.349
C 0.04 1.57 -3.56 -0.167
C -0.85 -1.46 -5.00 -0.755
H 0.49 -2.65 -3.98 0.410
C -1.26 1.40 -3.33 -0.578
H 0.54 2.42 -3.07 0.308
H -0.93 -2.31 -5.67 0.408
H -1.75 2.07 -2.61 0.435
C -1.72 -0.33 -5.20 -0.813
H -2.62 -0.72 -5.72 0.417
H -1.28 0.42 -5.88 0.328
C 1.29 -0.66 -3.89 -0.334
H 2.04 -1.09 -4.57 0.306
H 1.77 -0.58 -2.90 0.158
C 0.97 0.76 -4.41 -0.810
H 0.63 0.69 -5.45 0.337
H 1.92 1.31 -4.43 0.387
C -2.20 0.38 -3.89 -0.519
H -3.15 0.88 -4.11 0.444
H -2.44 -0.38 -3.12 0.206
Pb 0.44 -2.11 -0.21 0.163
H -0.21 -1.71 -2.55 -0.654
Se -0.75 0.30 0.19 -0.318
P 0.62 0.01 1.89 0.593
Se 2.46 -0.65 0.86 -0.386
C 0.88 1.50 2.90 0.940
C 0.63 1.50 4.28 -0.436
C 0.84 2.67 5.02 -0.596
C 1.30 3.83 4.39 -0.455
C 1.55 3.83 3.01 -0.618
C 1.35 2.67 2.26 -0.603
C -0.02 -1.28 3.00 0.183
C -1.41 -1.45 3.13 -0.121
C -1.89 -2.49 3.93 -0.653
C -1.00 -3.34 4.59 -0.375
C 0.38 -3.17 4.45 -0.653
C 0.88 -2.14 3.64 -0.122
H 0.27 0.59 4.77 0.310
H 0.64 2.67 6.09 0.376
H 1.46 4.74 4.97 0.359
H 1.91 4.74 2.52 0.369
H 1.54 2.65 1.19 0.331
H -2.09 -0.79 2.59 0.362
H -2.97 -2.63 4.04 0.378
H -1.39 -4.14 5.22 0.375
H 1.07 -3.84 4.96 0.381
H 1.95 -2.01 3.49 0.350
```

=====

No. 3
C4H14N2O | wB97M-V/def2-TZVPD

Kohn-Sham gap: 9.224 eV
Largest force on an atom: 0.7 eV/Å
ΔE to the lowest compared entry with this formula, charge and spin: 66.4 kcal per mole
E_HOMO: -8.278 eV
E: -345.47035 Ha
Charge: 0
M: 106.169 g/mol

Structure (XYZ):
```
21
Properties=species:S:1:pos:R:3:mulliken_charge:R:1
C -0.79 1.33 0.23 0.376
C 1.79 0.34 0.16 -0.667
C -0.25 2.44 1.08 -1.303
N -1.40 0.27 0.75 -0.673
O 0.78 0.74 -0.72 -0.776
H -1.18 1.64 -0.74 0.261
H -1.10 0.08 1.71 0.246
H -1.25 -0.74 -0.15 0.466
H 1.40 -0.23 1.02 0.238
H 2.52 -0.31 -0.35 0.274
H 2.35 1.19 0.57 0.238
H 0.30 2.04 1.93 0.319
H -1.09 3.04 1.46 0.380
H 0.41 3.08 0.50 0.302
C -0.20 -2.66 -0.84 -0.834
N -0.76 -1.33 -1.15 -0.422
H -1.36 -1.35 -1.96 0.255
H 0.01 -0.58 -1.24 0.389
H 0.43 -3.03 -1.65 0.315
H 0.40 -2.58 0.06 0.276
H -1.00 -3.38 -0.66 0.338
```

=====

No. 4
C6H10O | wB97M-V/def2-TZVPD

Kohn-Sham gap: 9.429 eV
Largest force on an atom: 3.0 eV/Å
ΔE to the lowest compared entry with this formula, charge and spin: 77.8 kcal per mole
E_HOMO: -8.338 eV
E: -309.71832 Ha
Charge: 0
M: 98.145 g/mol

Structure (XYZ):
```
17
Properties=species:S:1:pos:R:3:mulliken_charge:R:1
C -1.66 0.53 0.15 -0.282
C -0.92 1.39 -0.54 -0.428
C 0.48 1.10 -1.01 -0.374
O 0.80 -0.24 -0.99 -0.377
C 1.74 -0.70 -0.07 -0.497
C 0.37 -1.09 0.92 -0.562
C -1.19 -0.85 0.57 -0.595
H -2.69 0.82 0.40 0.340
H -1.31 2.36 -0.82 0.369
H 1.21 1.69 -0.43 0.296
H 0.59 1.33 -2.07 0.327
H 2.37 0.10 0.39 0.280
H 2.53 -1.18 -0.75 0.221
H 0.57 -0.42 1.75 0.269
H 0.44 -2.14 1.16 0.332
H -1.58 -1.59 -0.15 0.308
H -1.74 -1.10 1.51 0.372
```

=====

No. 5
C10H13O2 | wB97M-V/def2-TZVPD

Kohn-Sham gap: 6.559 eV
Largest force on an atom: 7.3 eV/Å
ΔE to the lowest compared entry with this formula, charge and spin: 53.9 kcal per mole
E_HOMO: -3.432 eV
E: -539.30622 Ha
Charge: -1
M: 165.212 g/mol

Structure (XYZ):
```
25
Properties=species:S:1:pos:R:3:mulliken_charge:R:1
C -1.22 -0.11 -1.69 -1.360
C 0.02 2.76 0.36 -0.663
C -1.20 3.10 1.04 -0.381
C -0.03 1.72 -0.63 -0.597
C -1.32 1.16 -0.89 0.850
C -2.44 2.65 0.60 -0.339
C -2.47 1.55 -0.27 -0.438
H 0.93 3.05 0.73 0.458
H -1.10 3.59 1.98 0.344
H 0.84 1.31 -0.88 0.551
H -3.49 3.00 0.81 0.268
H -1.46 -0.95 -1.00 0.244
H -0.22 -0.28 -2.26 0.312
H -3.51 1.22 -0.51 0.269
H -2.00 -0.13 -2.38 0.468
C 1.69 -2.95 0.51 -0.353
C 1.71 -1.81 1.53 -1.060
C 2.31 -2.43 -0.84 0.467
O 3.21 -1.56 -0.92 -0.749
O 1.90 -2.97 -1.88 -0.753
H 2.05 -3.91 0.76 0.409
H 0.60 -3.43 0.30 0.159
H 1.82 -0.80 1.20 0.293
H 2.55 -1.94 2.23 0.267
H 0.81 -1.84 2.11 0.334
```

=====

No. 6
C22H32BCdN7 | wB97M-V/def2-TZVPD

Kohn-Sham gap: 5.999 eV
Largest force on an atom: 2.4 eV/Å
ΔE to the lowest compared entry with this formula, charge and spin: 0.0 kcal per mole
E_HOMO: -14.136 eV
E: -1432.81084 Ha
Charge: +2
M: 517.771 g/mol

Structure (XYZ):
```
63
Properties=species:S:1:pos:R:3:mulliken_charge:R:1
C 2.24 -0.32 -2.57 0.251
N 1.48 0.53 -1.86 -0.316
N 1.61 1.78 -2.45 0.213
C 2.48 1.70 -3.47 -0.133
C 2.92 0.39 -3.58 -1.086
B 0.86 3.02 -1.89 0.149
N -0.66 2.71 -1.67 0.280
N -1.10 1.60 -0.99 -0.454
C -2.45 1.67 -0.94 -0.134
C -2.87 2.85 -1.57 -1.032
C -1.71 3.48 -2.01 -0.120
Cd 0.46 0.35 0.14 1.123
N 1.44 3.28 -0.47 0.384
N 1.34 2.33 0.53 -0.370
C 1.88 2.85 1.65 -0.135
C 2.35 4.13 1.36 -1.087
C 2.06 4.37 0.02 -0.047
H 1.91 2.29 2.58 0.380
H 2.23 5.21 -0.63 0.467
H 2.85 4.80 2.03 0.417
H 1.00 3.96 -2.61 -0.054
H -1.55 4.42 -2.51 0.452
H 2.76 2.57 -4.04 0.488
H -3.87 3.21 -1.69 0.407
H 3.61 -0.01 -4.29 0.408
H -3.06 0.90 -0.49 0.457
H 2.30 -1.39 -2.38 0.137
H -0.84 0.68 2.20 0.165
C -1.65 -0.05 2.40 -0.910
H -2.59 0.50 2.46 0.356
H -1.71 -0.78 1.58 0.149
H -1.45 -0.57 3.34 0.287
C 3.97 -5.82 2.73 -1.367
C 3.77 -5.06 1.44 0.668
C 3.70 -5.69 0.19 -0.662
C 3.27 -5.04 -0.97 0.321
C 3.26 -5.73 -2.31 -1.494
C 2.80 -3.74 -0.83 -0.909
C 2.70 -3.19 0.46 0.864
C 3.50 -3.69 1.51 -0.627
N 1.45 -2.60 0.82 1.218
C 1.24 -2.20 2.09 0.504
C 0.30 -3.11 0.06 -1.097
C 2.08 -1.11 2.66 -1.739
C 0.32 -2.97 2.98 -1.564
H 4.09 -6.89 2.52 0.392
H 4.86 -5.43 3.25 0.367
H 3.10 -5.71 3.40 0.281
H 3.98 -6.75 0.12 0.432
H 4.23 -6.20 -2.52 0.392
H 2.50 -6.53 -2.37 0.340
H 3.04 -5.01 -3.10 0.369
H 2.40 -3.22 -1.70 0.042
H 3.68 -3.12 2.42 0.497
H 0.20 -4.20 0.20 0.357
H -0.63 -2.63 0.40 0.407
H 0.44 -2.90 -1.00 0.346
H 2.74 -0.67 1.90 0.425
H 1.49 -0.25 3.06 0.488
H 2.70 -1.47 3.50 0.511
H 0.38 -2.57 4.00 0.433
H -0.75 -2.94 2.69 0.387
H 0.60 -4.04 3.02 0.325
```